No. 1
ORCA calculation (ωB97M-V/def2-TZVPD) on a molecular structure, C5H6F6Na5O9S2 in a non-equilibrium geometry.

```
! wB97M-V def2-TZVPD RIJCOSX def2/J DEFGRID3
* xyz 3 1
Na 4.02636 -3.96679 2.95770
Na -2.65146 -4.23666 1.26493
Na 2.36817 -4.09385 -0.76915
Na 1.47965 -0.26055 -0.64101
Na 4.66172 -0.04844 4.19133
C -2.90568 -0.68050 0.71257
F -4.05497 -0.10237 0.46796
F -2.08571 0.21109 1.29505
F -3.11651 -1.68230 1.60613
S -2.16470 -1.36304 -0.86726
O -2.08704 -2.78714 -0.53180
O -3.09295 -1.03039 -1.87102
O -0.86142 -0.72226 -1.01753
C 0.89582 -0.97983 2.76452
F 0.25234 -0.89736 3.88174
F 0.48098 -0.09956 1.87206
F 2.24897 -0.64072 3.03870
S 0.75756 -2.65258 1.99975
O -0.63671 -2.90829 2.01546
O 1.33038 -2.49162 0.64438
O 1.55337 -3.56169 2.82910
C -1.40205 2.58826 -0.58108
O -0.79994 3.31622 -1.63293
C 0.30699 2.84379 -2.16310
O 0.82315 1.76262 -1.91983
O 0.78205 3.73821 -2.99251
C 1.94280 3.43931 -3.76435
H -2.03157 1.79378 -0.97103
H -2.02070 3.28191 -0.01452
H -0.66614 2.20099 0.12820
H 2.83446 3.84174 -3.29444
H 1.76311 3.82898 -4.75994
H 2.06970 2.35904 -3.87809
*
```

## Properties
- HOMO level (Eh) = -0.6036
- molar mass (g mol⁻¹) = 503.17

natural (NBO) atomic charge list, values in e, 8 entries: 0.992 0.986 0.994 0.966 0.999 0.696 -0.276 -0.333



No. 2
ORCA calculation (ωB97M-V/def2-TZVPD) on a molecular structure, C5H6FLaO4 in a non-equilibrium geometry.

```
! wB97M-V def2-TZVPD RIJCOSX def2/J DEFGRID3
* xyz 3 2
O 3.34516 0.25020 0.00455
C 3.47187 -0.96356 0.15999
H 4.48633 -1.34120 0.37130
H 1.50339 -1.54312 0.62769
C 2.38201 -1.94477 0.08486
H 2.11361 -2.20855 -0.94128
H 2.70506 -2.83672 0.64773
C -1.72897 1.48204 0.54215
C -3.04877 1.71065 -0.13259
O -3.39074 0.38121 -0.54822
C -2.48062 -0.49587 -0.16424
O -1.46503 0.17484 0.51829
O -2.47475 -1.66633 -0.33589
F -0.65749 2.22549 0.03041
H -2.95797 2.36736 -1.00606
H -3.81928 2.08313 0.55261
La 2.01619 2.32521 -0.41131
*
```

## Properties
- HOMO level (alpha / beta) (Eh) = -0.7213 / -0.7615
- molar mass (g mol⁻¹) = 288.00

natural (NBO) atomic charge list, values in e, 8 entries: -0.834 0.605 0.235 0.261 -0.772 0.323 0.317 0.677



No. 3
ORCA calculation (ωB97M-V/def2-TZVPD) on C5H6FNO in the gas phase in a non-equilibrium geometry.

```
! wB97M-V def2-TZVPD RIJCOSX def2/J DEFGRID3
* xyz 0 1
C 0.76687 2.02512 -0.94113
C 0.16527 0.83780 -0.39894
C -0.43749 -1.25256 -0.41802
C -0.27337 -0.91293 0.85976
C 0.04627 0.49595 0.90284
H 0.06976 2.76445 -1.46340
H 1.65656 1.54801 -1.53992
H 1.20371 2.73934 -0.29716
H -0.74065 -1.29984 1.86876
H -0.37851 1.24061 2.53805
H 1.14685 2.03817 1.89298
N 0.59078 1.04122 2.05494
O -0.05259 -0.26214 -1.25048
F -0.91976 -2.37582 -0.82301
*
```

## Properties
- HOMO level (Eh) = -0.3000
- molar mass (g mol⁻¹) = 115.11
- structure (SMILES) = Cc1oc(F)cc1N

natural (NBO) atomic charge list, values in e, 8 entries: -0.668 0.202 0.659 -0.406 0.056 0.228 0.234 0.226



No. 4
ORCA calculation (ωB97M-V/def2-TZVPD) on a molecular structure, C5H6FO4Tl in a non-equilibrium geometry.

```
! wB97M-V def2-TZVPD RIJCOSX def2/J DEFGRID3
* xyz 1 2
O 2.18307 1.69624 0.02902
C 3.25135 1.11500 -0.21053
H 4.06967 1.71548 -0.64557
H -1.52321 -1.08976 -1.72903
C 3.50267 -0.27409 0.01442
H 2.81685 -1.06536 -0.29319
H 4.48784 -0.57358 0.37149
C -1.52133 -0.58886 -0.64396
C -1.95246 -1.39850 0.56966
O -2.69549 -0.44936 1.33983
C -2.89974 0.66638 0.66233
O -2.28808 0.57159 -0.56637
O -3.54523 1.60473 0.99557
F -0.20225 -0.19076 -0.50222
H -1.08244 -1.73228 1.14738
H -2.59735 -2.24004 0.29565
Tl -0.00387 2.23318 -0.83446
*
```

## Properties
- HOMO level (alpha / beta) (Eh) = -0.5043 / -0.5430
- molar mass (g mol⁻¹) = 353.48

natural (NBO) atomic charge list, values in e, 8 entries: -0.660 0.346 0.165 0.215 -0.258 0.213 0.220 0.418



No. 5
ORCA calculation (ωB97M-V/def2-TZVPD) on a molecular structure, C5H6I2 in a non-equilibrium geometry.

```
! wB97M-V def2-TZVPD RIJCOSX def2/J DEFGRID3
* xyz 0 1
C -2.47090 0.47347 0.30694
C -3.70317 0.07697 0.16037
C 0.37876 -0.92980 -0.50715
C 0.84860 0.45432 -0.19634
C -0.07276 -0.27544 0.69283
I -5.40785 1.54529 -0.08481
I -4.25106 -1.96395 0.06241
H -2.35893 1.53876 0.16907
H -0.08778 -1.23172 -1.47134
H 1.07397 -1.82204 -0.47179
H 1.80994 0.65928 0.11740
H 0.38677 1.34220 -0.84642
H -0.35354 -0.62471 1.60504
*
```

## Properties
- HOMO level (alpha / beta) (Eh) = -0.3183 / -0.3151
- molar mass (g mol⁻¹) = 319.91

natural (NBO) atomic charge list, values in e, 8 entries: -0.321 -0.422 -0.506 -0.449 0.057 0.086 0.162 0.191



No. 6
ORCA calculation (ωB97M-V/def2-TZVPD) on C5H6IN3O in the gas phase in a non-equilibrium geometry.

```
! wB97M-V def2-TZVPD RIJCOSX def2/J DEFGRID3
* xyz 0 1
C -1.75347 -0.28993 -0.79636
C -1.76026 1.52025 -1.86800
C -0.64863 0.32604 -0.36583
C 0.84164 -1.25445 0.71748
C 1.96798 -1.35826 1.61926
N -2.46349 0.44285 -1.69423
N -0.61620 1.48382 -1.13891
N 0.33579 0.08313 0.54762
O 0.34438 -2.23814 0.20562
I 0.34316 3.20900 -0.61278
H -2.19622 -1.20663 -0.60899
H -1.98012 2.33434 -2.61328
H 1.58856 -1.35407 2.66847
H 2.50032 -0.37455 1.36530
H 2.61372 -2.18755 1.62726
H 0.88286 0.86416 0.94737
*
```

## Properties
- HOMO level (Eh) = -0.3099
- molar mass (g mol⁻¹) = 251.03
- structure (SMILES) = CC(=O)Nc1cncn1I

natural (NBO) atomic charge list, values in e, 8 entries: -0.107 0.146 0.229 0.681 -0.702 -0.424 -0.503 -0.649



No. 7
ORCA calculation (ωB97M-V/def2-TZVPD) on 2 unconnected molecules or ions with the total composition C5H6INO in a non-equilibrium geometry.

```
! wB97M-V def2-TZVPD RIJCOSX def2/J DEFGRID3
* xyz 0 1
C -1.34346 0.99184 -0.69609
C 0.19002 1.65268 0.69242
C -0.68797 -0.14113 -0.33897
C 0.30202 0.34447 0.56957
C -0.83262 -1.55114 -0.81372
N 2.08357 -0.52418 1.36098
O -0.87558 2.11376 -0.07346
I 3.30326 -0.36431 -0.21495
H -2.29149 1.05017 -1.10607
H 0.88784 2.28153 1.06711
H 0.09123 -2.06439 -1.36212
H -1.07355 -2.11338 0.11553
H -1.83894 -1.78344 -1.30243
H 2.08567 0.10752 2.10221
*
```

## Properties
- HOMO level (Eh) = -0.3265
- molar mass (g mol⁻¹) = 223.01

natural (NBO) atomic charge list, values in e, 8 entries: 0.108 -0.001 -0.187 0.151 -0.645 -0.811 -0.397 0.331



No. 8
ORCA calculation (ωB97M-V/def2-TZVPD) on C5H6INO in the gas phase in a non-equilibrium geometry.

```
! wB97M-V def2-TZVPD RIJCOSX def2/J DEFGRID3
* xyz 0 3
C -0.10181 1.80610 0.72600
C -1.72764 1.55741 -0.63474
C -0.08994 0.55850 0.20181
C 0.45002 -2.00648 -0.32682
C 0.96472 -0.84303 0.45964
N -1.13128 0.41365 -0.66147
O -1.16273 2.45057 0.18257
I 2.93509 -0.20719 -0.14769
H 0.51463 2.33797 1.41785
H -2.60088 1.82510 -1.19252
H 0.26312 -1.72083 -1.35868
H -0.48426 -2.35460 0.10919
H 1.17142 -2.82307 -0.30947
H 0.99954 -0.99411 1.53433
*
```

## Properties
- HOMO level (alpha / beta) (Eh) = -0.1872 / -0.3451
- molar mass (g mol⁻¹) = 223.01

natural (NBO) atomic charge list, values in e, 8 entries: 0.009 0.327 0.084 -0.666 -0.501 -0.486 -0.398 0.358